1.
{"formula": "C46H38Cl5CsN2O4PTe", "method": "ωB97M-V with the def2-TZVPD basis set", "species": ["Cs", "Cl", "C", "C", "C", "Cl", "C", "O", "C", "C", "O", "C", "H", "H", "H", "C", "C", "C", "C", "C", "O", "C", "C", "C", "C", "C", "C", "C", "O", "C", "C", "C", "N", "C", "C", "Te", "C", "C", "C", "C", "C", "C", "C", "C", "C", "C", "C", "C", "H", "H", "H", "H", "H", "H", "H", "H", "H", "H", "H", "H", "H", "H", "H", "H", "H", "H", "H", "H", "H", "H", "H", "H", "Cl", "C", "Cl", "Cl", "C", "N", "C", "P", "C", "C", "C", "C", "C", "C", "C", "H", "H", "H", "H", "H", "H", "H", "H", "H", "H", "H"], "coordinates": [[0.04, 0.94, 2.67], [2.85, -0.62, 9.69], [1.95, -0.46, 8.20], [0.82, 0.37, 8.17], [0.08, 0.49, 7.03], [-1.33, 1.52, 7.04], [0.38, -0.22, 5.81], [-0.34, -0.15, 4.80], [1.60, -0.99, 5.88], [2.18, -1.63, 4.70], [1.89, -1.44, 3.53], [2.33, -1.13, 7.07], [0.52, 0.90, 9.07], [2.99, -2.35, 4.94], [3.21, -1.76, 7.08], [-2.21, 0.27, -3.49], [-1.42, 0.84, -2.35], [-1.86, 1.95, -1.66], [-1.17, 2.50, -0.59], [-1.77, 3.64, 0.15], [-1.85, 3.68, 1.37], [-2.36, 4.78, -0.64], [-3.33, 5.57, -0.03], [-3.89, 6.64, -0.71], [-3.47, 6.93, -2.01], [-2.49, 6.15, -2.61], [-1.94, 5.08, -1.93], [0.09, 1.98, -0.16], [0.72, 2.41, 0.85], [0.56, 0.85, -0.91], [-0.20, 0.29, -1.93], [1.90, 0.27, -0.60], [2.06, -0.99, -0.70], [3.35, -1.61, -0.50], [3.74, -2.62, -1.58], [2.27, -3.66, -2.70], [1.82, -2.15, -4.08], [2.34, -0.86, -4.00], [1.96, 0.11, -4.91], [1.05, -0.19, -5.92], [0.54, -1.48, -6.01], [0.91, -2.45, -5.09], [3.01, 1.23, -0.28], [3.33, 2.25, -1.15], [4.37, 3.12, -0.86], [5.08, 2.98, 0.32], [4.75, 1.96, 1.21], [3.72, 1.09, 0.91], [-3.10, 0.87, -3.67], [-2.55, -0.75, -3.30], [-1.63, 0.24, -4.41], [-2.80, 2.41, -1.96], [-3.61, 5.34, 0.99], [-4.65, 7.25, -0.24], [-3.90, 7.76, -2.54], [-2.16, 6.39, -3.62], [-1.18, 4.45, -2.39], [0.20, -0.58, -2.43], [3.32, -2.13, 0.47], [4.18, -0.90, -0.44], [4.31, -3.45, -1.14], [4.39, -2.18, -2.33], [3.03, -0.59, -3.21], [2.36, 1.11, -4.82], [0.74, 0.57, -6.62], [-0.17, -1.72, -6.79], [0.48, -3.44, -5.17], [2.74, 2.38, -2.05], [4.61, 3.92, -1.54], [5.88, 3.66, 0.56], [5.29, 1.86, 2.14], [3.45, 0.29, 1.60], [-2.95, 0.80, 2.75], [-4.44, 0.73, 1.85], [-5.69, -0.14, 2.78], [-5.00, 2.35, 1.42], [-4.22, -0.01, 0.59], [-4.08, -0.55, -0.41], [-1.82, -2.99, 2.48], [-1.04, -2.50, 0.89], [0.59, -3.29, 1.13], [-1.78, -3.68, -0.30], [-1.91, -5.05, -0.04], [-2.43, -5.91, -0.99], [-2.81, -5.42, -2.23], [-2.68, -4.07, -2.51], [-2.18, -3.21, -1.54], [-1.71, -4.05, 2.72], [-2.89, -2.75, 2.47], [-1.35, -2.41, 3.27], [0.51, -4.36, 1.38], [1.12, -2.78, 1.94], [1.16, -3.16, 0.22], [-1.60, -5.44, 0.92], [-2.52, -6.97, -0.77], [-3.21, -6.09, -2.98], [-2.99, -3.68, -3.47], [-2.09, -2.15, -1.75]], "lumo_ha": 0.072, "total_charge": -1}

---

2.
{"formula": "C46H40Cl2FeN2O7", "method": "ωB97M-V with the def2-TZVPD basis set", "species": ["Fe", "O", "C", "C", "C", "C", "C", "C", "C", "O", "N", "N", "C", "C", "C", "C", "C", "C", "C", "O", "H", "H", "H", "H", "H", "H", "H", "H", "H", "H", "C", "C", "C", "O", "C", "C", "O", "C", "O", "C", "C", "C", "C", "C", "C", "C", "C", "C", "C", "C", "C", "C", "O", "C", "C", "C", "C", "C", "C", "C", "C", "C", "C", "C", "C", "H", "H", "H", "H", "H", "H", "H", "H", "H", "H", "H", "H", "H", "H", "H", "H", "H", "H", "H", "H", "H", "H", "H", "H", "H", "H", "H", "H", "Cl", "C", "Cl", "H", "H"], "coordinates": [[1.93, 0.07, -0.56], [2.25, 4.49, -1.56], [1.82, 4.89, -0.36], [1.25, 6.16, -0.24], [0.79, 6.61, 0.98], [0.90, 5.80, 2.11], [1.45, 4.53, 1.99], [1.91, 4.06, 0.77], [2.44, 2.67, 0.63], [2.79, 2.28, -0.54], [2.52, 1.93, 1.72], [2.88, 0.67, 1.33], [3.28, -0.17, 2.19], [3.99, -1.37, 1.75], [4.55, -2.21, 2.71], [5.42, -3.24, 2.38], [5.75, -3.42, 1.04], [5.18, -2.64, 0.06], [4.24, -1.62, 0.35], [3.67, -0.98, -0.60], [2.53, 3.53, -1.43], [1.17, 6.77, -1.13], [0.35, 7.59, 1.06], [0.53, 6.15, 3.07], [1.53, 3.88, 2.85], [3.19, 0.05, 3.26], [4.32, -2.01, 3.75], [5.83, -3.88, 3.15], [6.46, -4.20, 0.75], [5.44, -2.79, -0.99], [-4.19, 0.09, 1.33], [-3.81, -0.43, -0.05], [-5.02, -0.97, -0.78], [-2.86, -1.46, 0.08], [-1.55, -0.89, -0.06], [-1.77, 0.37, -0.90], [-3.20, 0.58, -0.86], [-0.92, 1.60, -0.43], [0.34, 1.14, -0.22], [-1.51, 2.17, 0.88], [-2.72, 2.87, 0.94], [-3.21, 3.35, 2.15], [-2.51, 3.13, 3.33], [-1.31, 2.42, 3.28], [-0.82, 1.95, 2.07], [-0.88, 2.64, -1.58], [-1.29, 3.96, -1.51], [-1.22, 4.80, -2.63], [-0.72, 4.33, -3.83], [-0.24, 3.03, -3.90], [-0.31, 2.20, -2.78], [-0.60, -1.97, -0.64], [0.61, -1.47, -1.02], [-1.24, -2.69, -1.86], [-2.21, -2.13, -2.70], [-2.60, -2.76, -3.88], [-2.06, -3.98, -4.24], [-1.12, -4.57, -3.41], [-0.72, -3.93, -2.24], [-0.42, -2.99, 0.51], [0.72, -2.88, 1.31], [0.93, -3.73, 2.39], [-0.01, -4.72, 2.69], [-1.15, -4.84, 1.90], [-1.35, -3.98, 0.82], [-4.73, -0.69, 1.87], [-4.83, 0.97, 1.23], [-3.30, 0.37, 1.89], [-5.42, -1.82, -0.23], [-4.74, -1.29, -1.78], [-5.79, -0.19, -0.85], [-1.15, -0.60, 0.92], [-1.47, 0.19, -1.92], [-3.31, 3.00, 0.04], [-4.15, 3.88, 2.17], [-2.88, 3.51, 4.27], [-0.75, 2.23, 4.19], [0.13, 1.43, 2.01], [-1.63, 4.38, -0.58], [-1.55, 5.83, -2.54], [-0.68, 4.97, -4.70], [0.20, 2.65, -4.81], [0.12, 1.21, -2.82], [-2.69, -1.20, -2.43], [-3.34, -2.28, -4.51], [-2.36, -4.47, -5.17], [-0.69, -5.53, -3.67], [0.01, -4.40, -1.61], [1.44, -2.11, 1.06], [1.82, -3.63, 2.99], [0.15, -5.39, 3.53], [-1.88, -5.61, 2.12], [-2.25, -4.08, 0.22], [2.68, -3.71, -1.98], [3.23, -5.03, -0.96], [4.07, -6.33, -1.88], [2.37, -5.47, -0.48], [3.93, -4.63, -0.24]], "multiplicity": 5, "lumo_ha": [0.153, 0.153], "s_squared": 6.02, "total_charge": -2}

---

These records have relative energy (zero: lowest compared OMol25 entry of this formula, charge and spin) values of 0.0; 53.2 kJ/mol, in the order they appear.
These records have max |F| values of 2.43; 1.00 eV/A, in the order they appear.